{"formula": "C94H60F5O20", "method": "ωB97M-V with the def2-TZVPD basis set", "e_tot_ha": -5622.167366, "e_homo_ev": -3.8, "spin_multiplicity": 1, "charge": -1, "gap_ev": 3.89, "species": ["C", "O", "O", "C", "F", "F", "F", "C", "C", "H", "H", "H", "H", "H", "H", "C", "C", "O", "C", "O", "O", "F", "H", "H", "H", "C", "C", "O", "C", "O", "O", "F", "H", "H", "H", "C", "C", "C", "C", "C", "C", "C", "O", "C", "C", "C", "C", "C", "C", "C", "O", "H", "H", "H", "H", "H", "H", "H", "H", "C", "C", "C", "C", "C", "C", "C", "O", "C", "C", "C", "C", "C", "C", "C", "O", "H", "H", "H", "H", "H", "H", "H", "H", "C", "C", "C", "C", "C", "C", "C", "O", "C", "C", "C", "C", "C", "C", "C", "O", "H", "H", "H", "H", "H", "H", "H", "H", "C", "C", "C", "C", "C", "C", "C", "O", "C", "C", "C", "C", "C", "C", "C", "O", "H", "H", "H", "H", "H", "H", "H", "H", "C", "C", "C", "C", "C", "C", "C", "O", "C", "C", "C", "C", "C", "C", "C", "O", "H", "H", "H", "H", "H", "H", "H", "H", "C", "C", "C", "C", "C", "C", "C", "O", "C", "C", "C", "C", "C", "C", "C", "O", "H", "H", "H", "H", "H", "H", "H", "H"], "coordinates": [[0.31755, -0.94316, 1.74534], [0.61518, -0.17054, 0.53116], [-0.81532, -0.39327, 2.36040], [0.58363, -2.49405, 1.40387], [1.91185, -2.70039, 1.31974], [0.11862, -3.30944, 2.25040], [-0.05384, -2.66761, 0.25925], [1.99097, 0.24329, 0.25292], [2.05336, 1.07042, -1.08681], [1.37789, 1.92031, -0.98921], [3.07253, 1.44864, -1.16654], [1.84766, 0.62494, -2.06013], [2.45988, -0.73365, 0.13546], [2.52455, 0.78047, 1.03704], [1.14964, -0.81619, 2.43787], [1.84762, 4.92109, 0.81257], [0.42930, 4.88154, 0.21699], [-0.02277, 3.63661, 0.71942], [0.59063, 3.27636, 1.85898], [0.17756, 2.58625, 2.77066], [1.57836, 4.17190, 1.98098], [0.49392, 4.84246, -1.13778], [2.07222, 5.97082, 1.00154], [2.56916, 4.50043, 0.11219], [-0.19192, 5.71780, 0.53769], [4.76398, -3.22276, 1.53918], [5.24575, -1.97628, 0.95613], [6.57519, -1.87319, 1.12833], [7.02310, -3.09355, 1.58344], [8.14276, -3.44967, 1.74097], [5.97618, -3.90836, 1.68874], [4.71701, -0.92665, 1.48482], [4.00929, -3.80052, 1.00557], [4.37712, -2.85187, 2.48833], [4.94495, -1.98289, -0.09152], [-3.56277, -4.95818, 0.30909], [-2.80403, -4.31806, 1.28853], [-3.30550, -3.23645, 1.98379], [-4.50858, -2.63965, 1.63419], [-5.25252, -3.36077, 0.65063], [-4.83221, -4.52697, 0.02470], [-6.56571, -2.74501, 0.15874], [-7.30467, -3.30350, -0.65522], [-7.04552, -1.49998, 0.76102], [-8.22264, -0.94994, 0.27864], [-8.77292, 0.18382, 0.84054], [-8.12455, 0.73448, 1.94525], [-6.95126, 0.19809, 2.46233], [-6.33548, -0.87309, 1.80568], [-4.94844, -1.30467, 2.20093], [-4.34691, -0.65484, 3.08084], [-3.23661, -5.81671, -0.25920], [-1.86423, -4.70893, 1.64962], [-2.71357, -2.78815, 2.76803], [-5.44508, -5.07478, -0.67580], [-8.69772, -1.24533, -0.64519], [-9.66690, 0.67059, 0.47964], [-8.49405, 1.67952, 2.31507], [-6.45865, 0.59206, 3.33898], [0.11026, -3.52274, 9.47814], [-0.70957, -2.59473, 8.85518], [-0.31788, -1.73323, 7.91468], [0.99665, -1.68814, 7.52556], [1.92892, -2.51451, 8.20980], [1.52173, -3.33953, 9.27943], [3.39125, -2.58125, 7.84305], [4.14931, -3.28356, 8.44755], [3.79049, -1.77916, 6.67753], [5.11455, -1.72699, 6.31591], [5.44194, -0.96270, 5.17258], [4.55245, -0.28499, 4.28816], [3.23286, -0.33591, 4.77278], [2.82128, -1.08259, 5.86555], [1.39668, -0.97715, 6.26232], [0.54733, -0.37590, 5.59387], [-0.25735, -4.27009, 10.16569], [-1.78039, -2.67625, 8.96964], [-1.07837, -1.11426, 7.46198], [2.19655, -3.97491, 9.83378], [5.84906, -2.27771, 6.88476], [6.48614, -0.88199, 4.90890], [4.89317, 0.26466, 3.42318], [2.56606, 0.27742, 4.18490], [-4.10620, -1.44777, -2.24486], [-3.06013, -1.31063, -1.35269], [-3.13356, -0.25119, -0.42438], [-4.16945, 0.69098, -0.42050], [-5.24116, 0.52476, -1.33122], [-5.13583, -0.45915, -2.30954], [-6.34982, 1.54990, -1.45423], [-7.33026, 1.44801, -2.13327], [-5.91254, 2.94388, -1.01788], [-6.54719, 4.09312, -1.49721], [-6.14308, 5.33460, -1.09712], [-5.11423, 5.48917, -0.25496], [-4.45849, 4.34023, 0.27007], [-4.91845, 3.07802, -0.13346], [-4.13116, 1.89269, 0.40617], [-3.51926, 1.91154, 1.48157], [-4.13073, -2.35170, -2.83539], [-2.30567, -2.08071, -1.28813], [-2.32024, -0.16014, 0.28035], [-5.90263, -0.53499, -3.06630], [-7.20492, 4.21853, -2.34460], [-6.66225, 6.20873, -1.46148], [-4.68953, 6.47226, -0.11509], [-3.60913, 4.40940, 0.93355], [7.55752, 0.19718, -2.34528], [8.43306, -0.55933, -1.64394], [8.67582, -0.34989, -0.30334], [8.07017, 0.77042, 0.33939], [7.05282, 1.51749, -0.35939], [6.83131, 1.18947, -1.71171], [6.14325, 2.39050, 0.34490], [5.10664, 2.80248, -0.19019], [6.45680, 2.69260, 1.78571], [5.69524, 3.57974, 2.46497], [6.06486, 4.02605, 3.75026], [7.15309, 3.48112, 4.38239], [7.86692, 2.45620, 3.76451], [7.55370, 2.05780, 2.46200], [8.39211, 1.05098, 1.76977], [9.32052, 0.49034, 2.43582], [7.43486, 0.01193, -3.40219], [9.02898, -1.26501, -2.20366], [9.20915, -1.09389, 0.26975], [6.14858, 1.76688, -2.31741], [4.88124, 4.17215, 2.07400], [5.51843, 4.79263, 4.27959], [7.54724, 3.69389, 5.36513], [8.75813, 2.06777, 4.23489], [-1.85376, 2.76577, -2.87743], [-2.08322, 1.46792, -3.29313], [-3.16639, 1.19476, -4.17153], [-4.12931, 2.18861, -4.45757], [-3.83975, 3.50156, -3.98698], [-2.78620, 3.75568, -3.11504], [-4.82969, 4.65872, -4.20869], [-4.63154, 5.76572, -3.68127], [-6.07159, 4.31846, -5.00102], [-7.03566, 5.27422, -5.40343], [-8.10462, 4.93150, -6.20147], [-8.22626, 3.67159, -6.82479], [-7.35960, 2.68558, -6.37463], [-6.28935, 2.96435, -5.49350], [-5.32219, 1.88020, -5.27346], [-5.46945, 0.78326, -5.72500], [-0.96277, 2.92175, -2.28734], [-1.51661, 0.58495, -3.03680], [-3.33286, 0.15178, -4.39710], [-2.60051, 4.78966, -2.86440], [-6.99896, 6.28523, -5.02541], [-8.75429, 5.77233, -6.39469], [-9.07329, 3.45072, -7.45736], [-7.58716, 1.69166, -6.73064], [6.01637, -4.66070, -5.55228], [5.40861, -4.84732, -6.78079], [4.01259, -4.51492, -6.95894], [3.23761, -4.04191, -5.83046], [3.88318, -3.99887, -4.57469], [5.28966, -4.24630, -4.50698], [3.02443, -3.64801, -3.32990], [3.50620, -3.60034, -2.20510], [1.72638, -2.95025, -3.67553], [1.13966, -2.16612, -2.68821], [-0.04760, -1.52176, -2.84839], [-0.76911, -1.84424, -4.01702], [-0.16375, -2.54954, -5.03888], [1.11825, -3.01960, -4.94155], [1.78061, -3.78213, -6.13230], [1.17013, -4.04673, -7.20552], [7.04244, -4.93068, -5.35053], [6.11374, -4.94054, -7.59351], [3.58742, -4.61926, -7.94623], [5.72920, -4.24215, -3.52048], [1.54089, -2.10525, -1.68736], [-0.36880, -0.95913, -1.98428], [-1.80675, -1.59590, -4.18442], [-0.80618, -2.47018, -5.90339]], "mulliken_charge": [0.52, 0.83, -0.80, 0.20, -0.13, -0.31, -0.07, 0.22, -0.82, -0.12, 0.16, 0.17, -0.17, 0.14, -0.77, -0.30, 0.12, 0.19, 0.34, -0.44, -0.36, -0.33, 0.38, 0.16, 0.34, 0.19, 0.00, 0.16, 0.35, -0.56, -0.44, -0.07, 0.21, 0.09, 0.01, -0.58, -0.61, -0.69, 0.06, 0.88, -0.83, 0.73, -0.74, 0.54, -0.67, -0.69, -0.42, -0.72, 0.43, 0.52, -0.69, 0.41, 0.53, 0.43, 0.48, 0.37, 0.41, 0.38, 0.52, -0.67, -0.27, -0.58, 0.24, 0.36, -0.66, 0.44, -0.66, 0.37, -1.49, -0.39, -0.37, -0.35, 0.46, 0.39, -0.62, 0.38, 0.34, 0.50, 0.43, 0.47, 0.55, 0.62, 0.59, -1.19, 0.38, -0.24, 0.51, 1.70, -0.82, 0.12, -0.72, 0.59, -0.84, -0.80, -0.57, -1.24, 0.07, 0.32, -0.77, 0.34, 0.66, -0.34, 0.50, 0.73, 0.38, 0.40, 0.62, -0.71, -0.54, -1.07, 0.55, 0.23, -0.48, 0.53, -0.72, 0.08, -0.11, -0.90, -0.55, -0.56, 0.76, 0.63, -0.72, 0.46, 0.42, 0.46, 0.45, 0.43, 0.43, 0.39, 0.50, -0.38, 0.72, -1.01, 0.36, -0.16, -0.55, 0.69, -0.72, 0.18, -0.52, -0.44, -0.85, -0.59, 0.47, 0.32, -0.68, 0.36, 0.15, 0.65, 0.47, 0.46, 0.37, 0.37, 0.45, -0.37, -0.69, -0.68, 0.29, 0.42, -0.66, 0.24, -0.56, 0.32, -0.07, 0.00, -0.03, -1.20, 0.29, 0.10, -0.66, 0.40, 0.32, 0.45, 0.49, 0.21, 0.53, 0.34, 0.44]}